33
Properties=species:S:1:pos:R:3 method="wB97M-V/def2-TZVPD" de_lowest_kcal_mol=106.1 e_tot_ev=-23400.8911 homo_energy_ev=-9.72 orbital_gap_ev=9.867 charge=0 smiles="C=CC(=O)N1C(=O)C=C[C@@]12CCCC21OCCO1" spin_multiplicity=1
C -0.0423 2.3389 -3.6364
C -0.7008 2.3285 -2.4439
C -0.9237 0.9959 -1.8165
O -0.1795 0.1644 -2.2191
N -1.7337 0.6370 -0.6736
C -2.7075 1.4104 -0.0698
O -2.9643 2.5466 -0.4047
C -3.2296 0.7185 0.9958
C -2.7773 -0.5141 1.0526
C -1.6009 -0.6328 0.0357
C -1.8839 -1.8718 -0.7512
C -0.5718 -2.5328 -1.1229
C 0.5336 -2.0015 -0.1632
C -0.3348 -1.0939 0.8181
O -0.6114 -2.0089 1.9768
C 0.2963 -1.8010 3.0313
C 0.6515 -0.3635 2.8447
O 0.3380 0.0177 1.4950
H 0.0113 3.2481 -4.2171
H 0.3141 1.3447 -4.0189
H -1.1988 3.1340 -2.1618
H -4.0659 1.1273 1.7181
H -2.9106 -1.3443 1.7600
H -2.7000 -2.6603 -0.4256
H -2.4257 -1.6103 -1.7608
H -0.2497 -2.1684 -2.1555
H -0.6590 -3.6321 -1.0117
H 1.2428 -1.4337 -0.8007
H 1.0568 -2.8354 0.3670
H -0.1329 -1.9998 4.0332
H 1.2141 -2.4952 3.0932
H -0.0653 0.1835 3.4740
H 1.6792 -0.1504 3.1890

=====

82
Properties=species:S:1:pos:R:3 method="wB97M-V/def2-TZVPD" de_lowest_kcal_mol=19.8 e_tot_ev=-65515.1033 homo_energy_ev=-13.20 orbital_gap_ev=1.479 charge=+2 spin_multiplicity=1
Hg 1.7771 0.6211 -6.6919
Hg 3.8383 -3.5820 -5.0587
C 2.0526 -0.0514 -0.3881
C 1.2173 0.0144 -1.6830
O 1.9457 -0.5280 -2.7068
H 2.2179 -1.0861 -0.0876
H 1.4697 0.3625 0.4348
H 3.0160 0.4556 -0.4415
H 0.9050 1.0461 -1.8450
H 0.3225 -0.5769 -1.4886
C 2.1388 -6.7999 -0.2719
C 1.5082 -6.6586 -1.6871
O 2.4427 -6.5302 -2.7158
H 1.2755 -6.6747 0.3817
H 2.9266 -6.0654 -0.1045
H 2.5828 -7.7643 -0.0252
H 0.7303 -5.8977 -1.6233
H 1.0537 -7.6489 -1.6565
C -1.1875 8.0235 -1.6783
C -0.5604 6.7924 -1.8543
C 0.6814 6.5388 -1.2015
C 1.1649 7.5389 -0.3380
C 0.5485 8.8211 -0.2335
C -0.6492 9.1101 -0.9217
N 2.3631 7.1657 0.5665
O 2.8383 8.1064 1.2108
O 2.7735 6.0428 0.7052
H -2.1042 8.2542 -2.2008
H -1.0343 6.1078 -2.5420
H 1.1665 5.5979 -1.4155
H 1.0217 9.7004 0.1780
H -0.9924 10.1260 -1.0502
C -5.2866 -3.5438 -4.1735
C -5.5877 -2.3308 -3.5848
C -6.8081 -2.0888 -2.9806
C -7.8198 -3.0078 -3.2318
C -7.5457 -4.2587 -3.7890
C -6.2325 -4.5555 -4.0903
N -9.2018 -2.6562 -2.8306
O -9.9732 -3.5512 -2.7332
O -9.4805 -1.4460 -2.6072
H -4.3759 -3.7275 -4.7243
H -4.7540 -1.6652 -3.4161
H -7.0129 -1.2208 -2.3713
H -8.3170 -5.0134 -3.7440
H -6.1232 -5.5086 -4.5864
O -3.3203 -3.2843 5.4810
C -3.4314 -2.9259 4.3255
O -4.5103 -2.2309 3.8427
C -4.5513 -2.0212 2.4978
C -3.1313 -2.5588 2.0226
C -2.6477 -3.4003 3.1642
H -4.7603 -0.9709 2.2949
H -5.1891 -2.7309 1.9708
H -2.4866 -1.6867 1.9131
H -3.0187 -2.8924 0.9910
H -1.6711 -3.0661 3.5143
H -2.7929 -4.4396 2.8695
O 7.2832 -2.4867 -2.4039
C 8.0872 -1.8621 -1.6927
O 9.1285 -2.4508 -1.0637
C 10.0498 -1.5568 -0.5842
C 9.2992 -0.2341 -0.5146
C 8.2244 -0.3484 -1.5292
H 11.0192 -1.5744 -1.0823
H 10.2838 -1.8864 0.4281
H 9.9934 0.5641 -0.7772
H 8.9272 -0.0890 0.4997
H 8.4519 0.2154 -2.4339
H 7.3620 0.0515 -0.9960
O -2.3566 2.9543 3.3074
C -1.4951 3.2042 4.2081
O -1.6961 4.2187 5.1450
C -0.7542 4.1303 6.1369
C -0.1029 2.7526 6.1112
C -0.2863 2.4447 4.6556
H -1.1978 4.1895 7.1308
H -0.0172 4.9298 6.0608
H -0.7379 2.1242 6.7356
H 0.9261 2.7552 6.4706
H -0.3543 1.3622 4.5474
H 0.5419 2.8130 4.0502

=====

24
Properties=species:S:1:pos:R:3 method="wB97M-V/def2-TZVPD" de_lowest_kcal_mol=0.6 e_tot_ev=-76604.8177 homo_energy_ev=-4.66 orbital_gap_ev=7.155 charge=-1 spin_multiplicity=1
Sn -0.6651 2.0110 -1.5033
S 2.8180 -1.5399 -6.9206
C 2.0233 -0.7481 -5.7079
S 2.8173 0.0384 -4.4005
C 1.3960 0.6263 -3.5681
C 0.2114 0.3098 -4.1231
S -1.3769 0.7574 -3.5710
S 0.3104 -0.6476 -5.5851
S 1.6794 1.5268 -2.0927
O -1.2398 0.3883 -0.2016
C -0.5006 0.7716 0.7650
O 0.1877 1.8048 0.6288
C -0.5209 0.0132 2.0429
C 0.2568 0.4483 3.1097
C 0.2409 -0.2556 4.3032
C -0.5497 -1.3902 4.4277
C -1.3257 -1.8242 3.3611
C -1.3129 -1.1225 2.1659
H 0.8615 1.3357 2.9814
H 0.8443 0.0791 5.1373
H -0.5608 -1.9393 5.3613
H -1.9400 -2.7096 3.4622
H -1.9060 -1.4354 1.3178
O -1.7487 3.5020 -1.3904

=====

109
Properties=species:S:1:pos:R:3 method="wB97M-V/def2-TZVPD" de_lowest_kcal_mol=0.0 e_tot_ev=-97363.5713 homo_energy_ev=-10.74 orbital_gap_ev=7.854 charge=+1 spin_multiplicity=1
C 1.0103 2.0382 4.5276
C 0.2967 0.6979 4.3073
C 1.1174 -0.5201 4.7390
C 2.3998 -0.7165 3.9242
O 2.0325 -0.7367 2.5459
C 3.0876 -0.7235 1.6306
C 4.0777 -1.9121 1.6672
C 5.2196 -1.8709 2.7140
C 6.5487 -2.4038 2.1130
O 5.4293 -0.5709 3.2705
N 2.3042 -0.9488 0.3422
C 2.0141 -2.2289 -0.3082
C 2.9870 -2.5531 -1.4834
C 3.5838 -3.9598 -1.3721
C 4.4275 -4.2471 -2.6270
C 1.8684 0.1460 -0.1793
C 1.0896 0.3606 -1.4269
C -0.3377 0.8940 -1.1157
C -1.2364 -0.3228 -0.8004
S -2.8867 0.3600 -0.4853
C -3.7758 -1.0445 0.1763
S -3.1186 -2.5519 0.0868
N -5.0425 -0.8600 0.7379
C -5.0494 -0.9856 2.2035
C -4.5810 0.3084 2.8708
O -5.5498 1.3100 2.5693
C -5.4717 1.6066 1.1894
C -5.7426 0.3647 0.3031
C 2.2716 1.3075 0.7027
B 2.3646 2.7648 0.0548
O 1.2098 3.2830 -0.4522
O 3.5344 3.5205 0.0161
C 3.9977 3.5428 -1.3719
C 3.6074 0.7260 1.2760
O 3.9005 1.5705 2.3271
N 4.4901 0.7462 0.0955
C 5.6907 0.5926 0.2684
S 7.2449 0.7774 0.4111
H 1.2503 2.2221 5.5781
H 0.4315 2.8824 4.1446
H 1.9575 2.0538 3.9766
H 0.0383 0.6410 3.2443
H -0.6513 0.6993 4.8538
H 1.3259 -0.5325 5.8111
H 0.4899 -1.4025 4.5497
H 2.8709 -1.6561 4.2405
H 3.0940 0.0858 4.1757
H 3.4724 -2.7902 1.8990
H 4.5308 -1.9924 0.6800
H 4.9813 -2.5537 3.5350
H 7.2836 -1.6014 2.0941
H 6.4298 -2.8080 1.1046
H 6.9620 -3.2105 2.7236
H 5.5794 -0.6852 4.2145
H 2.0327 -3.0645 0.3897
H 1.0073 -2.2278 -0.7236
H 2.4178 -2.5219 -2.4180
H 3.7829 -1.8067 -1.5668
H 2.7945 -4.7154 -1.3239
H 4.2227 -4.0627 -0.4888
H 4.9763 -5.1860 -2.5343
H 5.1488 -3.4488 -2.8212
H 3.7842 -4.3303 -3.5075
H 1.6287 1.0488 -2.0835
H 0.9738 -0.5576 -2.0098
H -0.7043 1.4719 -1.9632
H -0.3009 1.5029 -0.2142
H -1.2376 -1.0613 -1.6008
H -0.8788 -0.7592 0.1368
H -4.4865 -1.8502 2.5530
H -6.0942 -1.1273 2.4990
H -3.6072 0.6158 2.4627
H -4.5350 0.2229 3.9562
H -6.2314 2.3647 0.9868
H -4.4815 2.0213 0.9518
H -5.5183 0.6116 -0.7357
H -6.8144 0.1558 0.3846
H 1.4522 1.3879 1.4317
H 1.3523 4.1668 -0.8282
H 3.7497 2.5815 -1.8381
H 5.0804 3.6431 -1.3294
H 3.5269 4.3711 -1.9026
H 4.8372 1.5164 2.5694
C -4.1327 3.5123 -2.2591
C -2.9906 4.1121 -1.4747
C -3.1431 5.5819 -1.1619
O -1.7784 6.0217 -1.0991
C -1.0484 5.1936 -1.8726
O 0.0849 5.3866 -2.1907
O -1.7716 4.1107 -2.2422
H -5.0826 3.6828 -1.7516
H -4.1806 3.9406 -3.2606
H -3.9930 2.4370 -2.3776
H -2.8125 3.5336 -0.5621
H -3.6462 5.7649 -0.2156
H -3.6523 6.1358 -1.9536
C -4.6774 -3.5788 -2.9823
C -5.3954 -3.0170 -4.1842
C -4.8166 -3.4258 -5.5176
O -5.1405 -2.3046 -6.3477
C -5.2474 -1.2169 -5.5444
O -5.3157 -0.0962 -5.9268
O -5.2581 -1.5872 -4.2375
H -4.6169 -4.6667 -3.0280
H -3.6696 -3.1675 -2.9095
H -5.1996 -3.3022 -2.0665
H -6.4622 -3.2518 -4.1338
H -5.2622 -4.3358 -5.9127
H -3.7294 -3.5386 -5.4928

=====

9
Properties=species:S:1:pos:R:3 method="wB97M-V/def2-TZVPD" de_lowest_kcal_mol=12.8 e_tot_ev=-29230.5410 homo_energy_ev=-10.69 orbital_gap_ev=11.428 charge=0 smiles=OCC(Cl)Cl spin_multiplicity=1
O 1.9882 -1.0690 0.1205
C 0.6243 -1.2425 -0.2450
C -0.1271 -0.0911 0.2974
Cl -1.8980 -0.2464 -0.0159
Cl 0.6144 1.4455 -0.0644
H 2.2119 -0.1815 -0.1347
H 0.3563 -1.1316 -1.2670
H 0.2832 -2.2457 0.0861
H 0.0809 -0.2731 1.4024

=====

19
Properties=species:S:1:pos:R:3 method="wB97M-V/def2-TZVPD" de_lowest_kcal_mol=82.4 e_tot_ev=-18258.8924 homo_energy_ev=-8.56 orbital_gap_ev=9.487 charge=0 smiles=CSCCCCO spin_multiplicity=1
C 0.1465 3.6506 -1.1979
S 0.0187 2.6615 0.4880
C -0.8314 1.1066 0.3152
C 0.0778 -0.1822 0.6815
C -0.5391 -1.5361 0.5359
C 0.3645 -2.7142 0.5696
O 0.5911 -3.3921 -0.8053
H -0.7680 4.2222 -1.7158
H 1.0216 4.3116 -1.1554
H 0.4730 2.9793 -2.0644
H -1.7301 1.1524 1.1258
H -0.9269 0.8226 -0.7015
H 1.0223 -0.0984 0.0398
H 0.5559 0.1802 1.7445
H -1.0970 -1.6371 -0.3606
H -1.3340 -1.7059 1.2992
H 1.5237 -2.7140 0.9498
H -0.0421 -3.3055 1.3269
H 1.4735 -3.8017 -1.0753

=====

36
Properties=species:S:1:pos:R:3 method="wB97M-V/def2-TZVPD" de_lowest_kcal_mol=0.0 e_tot_ev=-83176.2489 homo_energy_ev="-1.40 / -1.40" orbital_gap_ev="3.842 / 3.843" charge=-1 spin_multiplicity=1
Lu -2.2465 -0.5052 1.4444
Cl -0.6878 -0.1462 3.3004
Cl -2.2520 -2.0554 -0.4673
C -3.4641 -1.5861 2.8343
H -4.1393 -2.4554 2.8433
H -3.5729 -1.1338 3.8371
C -0.9980 1.3494 -1.6481
C -1.4736 1.2928 -0.4446
H -1.3024 0.6032 -2.3996
C -0.9883 2.1421 0.6961
H -2.4710 0.7871 -0.2822
C -0.6599 3.5481 0.1515
H -1.7090 2.1948 1.5291
H -0.0622 1.7587 1.1434
C 0.2994 3.4622 -1.0429
H -1.6062 4.0069 -0.1552
H -0.2130 4.1865 0.9242
C -0.0877 2.4304 -2.1466
H 0.3867 4.4443 -1.5261
H 1.2948 3.1674 -0.6772
H -0.6116 2.9501 -2.9708
H 0.8318 1.9916 -2.5750
C 1.3860 -4.4874 -0.4963
N 1.3129 -3.0631 -0.8461
C 1.9469 -2.1047 -0.1129
S 1.2136 -0.6188 0.2395
N 3.1895 -2.3974 0.3281
C 4.0700 -3.4389 -0.1903
H 1.6233 -4.6448 0.5642
H 2.1281 -5.0008 -1.1208
H 0.4080 -4.9423 -0.6974
H 0.3902 -2.7580 -1.1595
H 3.6339 -1.6052 0.7855
H 3.9745 -3.5738 -1.2720
H 5.1023 -3.1539 0.0282
H 3.8815 -4.3910 0.3152

=====

73
Properties=species:S:1:pos:R:3 method="wB97M-V/def2-TZVPD" de_lowest_kcal_mol=0.0 e_tot_ev=-106447.1961 homo_energy_ev="-11.85 / -12.10" orbital_gap_ev="8.194 / 5.778" charge=+1 s2=0.78 spin_multiplicity=2
Ir -0.5010 0.1371 0.7882
C 0.0001 -2.4634 -4.8638
C -0.5471 -2.8473 -3.6475
C -0.2925 -2.1063 -2.5053
C 0.5041 -0.9638 -2.5733
C 1.0709 -0.5953 -3.7934
C 0.8139 -1.3438 -4.9328
P 0.9154 -0.0689 -1.0590
C 1.7263 1.4907 -1.5122
C 2.8645 1.8805 -0.8042
C 3.4736 3.0958 -1.0701
C 2.9569 3.9312 -2.0482
C 1.8268 3.5510 -2.7555
C 1.2072 2.3401 -2.4906
C 2.2427 -1.0284 -0.2843
C 3.2838 -1.6692 -0.9406
C 4.3189 -2.2409 -0.2034
C 4.3311 -2.1459 1.1785
C 3.2890 -1.4982 1.8557
C 3.2812 -1.3322 3.2640
C 2.2502 -0.6457 3.9002
C 1.1785 -0.1479 3.1815
C 1.0980 -0.3352 1.7669
C 2.2149 -0.9675 1.1070
H -0.2034 -3.0409 -5.7557
H -1.1734 -3.7273 -3.5866
H -0.7067 -2.4221 -1.5607
H 1.7146 0.2695 -3.8644
H 1.2532 -1.0467 -5.8756
H 3.2814 1.2427 -0.0353
H 4.3509 3.3899 -0.5100
H 3.4310 4.8812 -2.2550
H 1.4154 4.2031 -3.5142
H 0.3217 2.0636 -3.0418
H 3.2977 -1.7153 -2.0228
H 5.1276 -2.7427 -0.7168
H 5.1504 -2.5677 1.7476
H 4.1079 -1.7296 3.8405
H 2.2754 -0.5082 4.9729
H 0.3811 0.3648 3.6951
F -3.8529 -0.5154 5.0278
C -2.8528 0.1873 4.5135
F -3.1910 1.4790 4.5247
F -1.7786 0.0378 5.3204
C -2.4790 -0.3039 3.0904
O -3.0477 -1.2704 2.6281
O -1.5265 0.3941 2.5950
F -4.9315 1.1584 -1.7049
C -4.2210 2.2549 -1.4574
F -4.6938 2.8604 -0.3839
F -4.2631 3.0654 -2.4968
S -2.4733 1.7259 -1.1969
O -2.0622 1.1466 -2.4454
O -2.4885 0.7722 -0.0836
N -1.8161 3.1016 -0.8380
S -0.7487 3.3817 0.2764
O -0.0939 2.1703 0.8264
O 0.1573 4.4057 -0.0950
C -1.7348 4.0864 1.7147
F -1.0854 5.1385 2.1835
F -1.8700 3.1870 2.6693
F -2.9317 4.4595 1.2827
C -1.4864 -4.0959 2.1559
N -2.2925 -3.5848 1.0593
C -2.0769 -2.4142 0.4654
N -2.9633 -1.9599 -0.4336
O -0.9507 -1.8408 0.6457
H -2.1305 -4.3272 3.0021
H -0.7754 -3.3312 2.4528
H -0.9444 -4.9912 1.8542
H -3.1550 -4.0590 0.8504
H -3.9215 -2.2571 -0.3405
H -2.8508 -1.0024 -0.7378

=====

18
Properties=species:S:1:pos:R:3 method="wB97M-V/def2-TZVPD" de_lowest_kcal_mol=67.1 e_tot_ev=-9561.7769 homo_energy_ev=-13.61 orbital_gap_ev=10.061 charge=+1 spin_multiplicity=1
C -2.2982 -0.6133 1.1834
C -3.0457 -1.3315 0.4120
C 2.0125 1.7634 0.9359
C 1.7787 0.8369 -0.2009
C 0.6620 0.2628 -0.6022
N 0.6183 -0.7495 -1.6001
F -2.3469 -2.0570 -0.5212
H -1.2129 -0.5992 1.1102
H -2.4601 0.0723 1.9951
H -4.0735 -1.4680 0.1827
H 1.2245 1.6213 1.6365
H 3.0248 1.4895 1.3435
H 1.8587 2.7297 0.4528
H 2.7239 0.3528 -0.4244
H -0.2678 0.7008 -0.3579
H -0.1791 -0.5781 -2.1769
H 0.5137 -1.6880 -1.1749
H 1.4672 -0.7448 -2.1936

=====

21
Properties=species:S:1:pos:R:3 method="wB97M-V/def2-TZVPD" de_lowest_kcal_mol=25.7 e_tot_ev=-11414.1395 homo_energy_ev="-20.31 / -20.12" orbital_gap_ev="11.329 / 6.450" charge=+2 s2=0.76 spin_multiplicity=2
O -0.3566 -0.6354 2.0427
C 0.6838 -0.8429 1.4191
N 1.7750 -1.2044 2.1670
C 0.7651 -0.9593 -0.1075
N -0.3962 -0.3248 -0.8020
C -0.3707 1.1845 -0.7498
C 0.5497 1.7320 -1.8189
H 2.6581 -1.3282 1.6568
H 1.6888 -1.6930 3.0630
H 1.6414 -0.4014 -0.4474
H 0.7689 -2.0135 -0.3936
H -1.3236 -0.7186 -0.5064
H -0.3314 -0.5387 -1.8044
H -0.1217 1.5164 0.2655
H -1.3935 1.5701 -0.7365
H 1.6056 1.5431 -1.6319
H 0.5683 2.8269 -1.7490
H 0.1874 1.5143 -2.8237
H -2.5088 -0.3883 1.6835
H -3.4730 -0.6110 0.5306
O -2.6164 -0.2276 0.7430

=====

21
Properties=species:S:1:pos:R:3 method="wB97M-V/def2-TZVPD" de_lowest_kcal_mol=0.0 e_tot_ev=-43719.3507 homo_energy_ev="-16.25 / -16.85" orbital_gap_ev="6.628 / 7.242" charge=+2 s2=9.47 spin_multiplicity=6
O 3.5723 1.5216 -2.3709
C 2.8458 0.7610 -1.9464
Dy 0.0613 0.6795 0.0370
O 2.0302 3.5817 -0.9525
C 1.4597 2.6209 -0.6652
C 0.3231 -1.6466 -0.3828
O 0.0443 -2.7954 -0.2958
C 1.8303 -0.2975 1.4223
O 2.4949 -0.8482 2.2019
C -0.6756 0.2032 -2.2142
O -1.1312 -0.0693 -3.2386
H 1.1792 -1.0627 -0.9511
C -3.4895 -1.2348 2.3140
C -3.1462 -0.1446 1.3270
O -1.6721 0.3139 1.3948
H -2.7788 -2.0729 2.3371
H -4.4504 -1.6402 1.9708
H -3.6216 -0.7880 3.3074
H -3.2333 -0.4881 0.2971
H -3.7276 0.7841 1.4223
H -1.6905 1.1262 1.9335

=====

19
Properties=species:S:1:pos:R:3 method="wB97M-V/def2-TZVPD" de_lowest_kcal_mol=7.6 e_tot_ev=-33030.8357 homo_energy_ev="-10.34 / -10.35" orbital_gap_ev="5.651 / 5.764" charge=+1 s2=15.76 spin_multiplicity=8
O 2.5165 -0.3312 0.5364
C 1.9375 -1.6357 0.6015
C 0.7527 -1.7021 1.5769
H 1.5818 -1.9040 -0.4132
H 2.7241 -2.3857 0.8059
H 0.9441 -2.1916 2.5462
H 0.0306 -2.4560 1.2273
O -0.9487 -0.3167 -0.6093
C -0.8409 -0.1440 0.7567
C -2.3243 -0.4708 -0.9711
O -0.1858 0.8930 1.0988
O -2.0468 -0.3511 1.3214
C -2.9421 -0.9115 0.3559
H -2.3667 -1.2313 -1.7571
H -2.7049 0.4932 -1.3303
H -2.9467 -2.0040 0.4683
H -3.9408 -0.5001 0.5293
Eu 1.6667 1.4147 -0.6386
Li 1.8572 0.1794 2.2298

=====

Which value of charge does entry 2 give?
+2